(1)
A single C4H7BN2O2 molecule in a non-equilibrium geometry, computed with the ωB97M-V functional and the def2-TZVPD basis.

Structure (XYZ):
```
16
Properties=species:S:1:pos:R:3
B -0.160 -0.522 -0.007
C 1.015 -1.597 0.107
C 2.671 0.268 -0.009
C 0.402 0.877 -0.657
C -1.555 -0.822 0.519
N 2.328 -1.068 -0.129
N 1.760 1.209 -0.285
O 0.882 -2.801 0.243
O 3.885 0.409 0.190
H 0.490 0.540 -1.682
H -0.271 1.707 -0.625
H -1.704 -1.963 0.706
H -2.458 -0.578 0.002
H -1.716 -0.313 1.546
H 3.105 -1.708 -0.084
H 2.028 2.100 -0.064
```

Properties
Energy above the lowest of the compared OMol25 structures with the same formula, charge and spin, kJ/mol: 290.4
LUMO level, eV: -0.6
SMILES string: CB1CNC(=O)NC1=O
Total energy, a.u.: -441.4827
Largest force on an atom, eV Å⁻¹: 3.55

=====

(2)
A single C20H21Cl2N3O5S molecule in a non-equilibrium geometry, computed with the ωB97M-V functional and the def2-TZVPD basis.

Structure (XYZ):
```
52
Properties=species:S:1:pos:R:3
C -1.336 3.367 -0.236
C -0.379 2.438 -0.972
C -0.526 2.624 -2.485
O -1.187 3.505 -2.971
N 0.199 1.782 -3.301
C 1.099 0.787 -3.010
N 1.749 0.806 -1.856
C 2.623 -0.140 -1.569
C 2.907 -1.182 -2.437
C 2.264 -1.217 -3.672
C 1.356 -0.220 -3.965
Cl 0.533 -0.216 -5.483
H 2.468 -2.004 -4.380
Cl 4.027 -2.414 -2.004
H 3.111 -0.056 -0.610
H -0.087 1.831 -4.276
H 0.662 2.640 -0.700
O -0.590 1.087 -0.543
C -1.491 0.342 -1.178
O -2.097 0.695 -2.157
C -1.646 -1.008 -0.500
C -2.282 -0.785 0.881
C -2.297 -2.086 1.685
N -0.994 -2.693 1.768
S -0.025 -2.288 3.059
O 1.148 -3.105 2.961
O -0.851 -2.374 4.227
C 0.472 -0.568 2.867
C -0.318 0.424 3.415
C 0.034 1.751 3.229
C 1.171 2.068 2.501
C 1.971 1.064 1.980
C 1.622 -0.265 2.165
H 2.232 -1.074 1.795
H 2.867 1.320 1.436
H 1.443 3.102 2.353
H -0.575 2.535 3.653
H -1.186 0.142 3.990
C -0.371 -2.945 0.494
C -0.275 -1.682 -0.364
H 0.417 -0.976 0.095
H 0.108 -1.943 -1.353
H -0.961 -3.707 -0.026
H 0.619 -3.351 0.704
H -2.977 -2.807 1.216
H -2.628 -1.912 2.710
H -3.303 -0.418 0.761
H -1.703 -0.029 1.414
H -2.309 -1.622 -1.116
H -2.359 3.152 -0.536
H -1.113 4.398 -0.494
H -1.233 3.224 0.836
```

Properties
Energy above the lowest of the compared OMol25 structures with the same formula, charge and spin, kJ/mol: 0.0
LUMO level, eV: 0.1
SMILES string: C[C@@H](OC(=O)C1CCN(S(=O)(=O)c2ccccc2)CC1)C(=O)Nc1ncc(Cl)cc1Cl
Total energy, a.u.: -2633.8164
Largest force on an atom, eV Å⁻¹: 1.13

=====

(3)
A molecular structure, C2H5N3O, computed with the ωB97M-V functional and the def2-TZVPD basis.

Structure (XYZ):
```
11
Properties=species:S:1:pos:R:3
C -1.696 0.518 -0.075
C 1.308 -0.285 0.044
O 2.132 -0.401 1.090
N -0.287 -1.246 -0.774
N 0.990 -1.439 -0.658
N -0.536 -0.333 0.145
H 2.755 0.337 1.140
H 1.350 0.646 -0.518
H -2.440 -0.017 -0.672
H -2.134 0.780 0.888
H -1.442 1.439 -0.610
```

Properties
Energy above the lowest of the compared OMol25 structures with the same formula, charge and spin, kJ/mol: 419.7
LUMO level, eV: 0.4
Total energy, a.u.: -318.5906
Largest force on an atom, eV Å⁻¹: 0.88

=====

(4)
A molecular structure, C32H41CdN5OP3, computed with the ωB97M-V functional and the def2-TZVPD basis.

Structure (XYZ):
```
83
Properties=species:S:1:pos:R:3
Cd 0.240 -0.237 0.023
N -2.530 -2.361 -0.742
P -1.990 -1.595 0.699
C -3.518 -0.799 1.301
C -4.623 -1.547 1.704
C -5.782 -0.905 2.105
C -5.842 0.483 2.118
C -4.741 1.230 1.725
C -3.578 0.592 1.319
C -1.836 -3.026 1.819
C -1.711 -4.336 1.363
C -1.511 -5.376 2.261
C -1.426 -5.113 3.620
C -1.535 -3.808 4.080
C -1.734 -2.769 3.187
C -2.234 -1.841 -1.987
C -2.740 -2.436 -3.151
C -2.425 -1.880 -4.371
C -1.617 -0.746 -4.417
C -1.149 -0.246 -3.221
N -1.430 -0.776 -2.029
H -3.318 -2.988 -0.697
H -4.576 -2.631 1.716
H -6.639 -1.487 2.420
H -6.747 0.980 2.443
H -4.786 2.311 1.749
H -2.701 1.162 1.033
H -1.769 -4.556 0.304
H -1.428 -6.392 1.900
H -1.275 -5.925 4.320
H -1.471 -3.601 5.141
H -1.817 -1.747 3.545
H -3.374 -3.309 -3.079
H -2.803 -2.321 -5.284
H -1.365 -0.270 -5.354
H -0.522 0.638 -3.199
O -0.458 1.104 1.551
C -0.360 1.118 2.846
C -1.128 2.060 3.575
C -1.090 2.143 4.944
C -0.282 1.273 5.678
C 0.473 0.344 5.005
C 0.463 0.232 3.603
C 1.328 -0.761 2.975
N 1.524 -0.995 1.677
C 2.459 -2.001 1.579
C 2.840 -2.393 2.817
N 2.119 -1.610 3.684
H -1.758 2.727 2.998
H -1.688 2.886 5.457
H -0.242 1.335 6.757
H 1.099 -0.318 5.591
H 2.799 -2.364 0.625
H 3.543 -3.134 3.153
H 2.181 -1.657 4.684
C -1.125 3.340 -1.655
P 0.256 2.322 -1.004
C 1.005 3.487 0.194
C 1.476 2.490 -2.397
C 2.755 1.696 -2.112
P 2.463 -0.093 -1.725
C 2.408 -0.848 -3.403
C 4.175 -0.558 -1.247
H -0.759 4.298 -2.026
H -1.843 3.516 -0.854
H -1.636 2.812 -2.461
H 1.213 4.446 -0.283
H 1.927 3.065 0.594
H 0.318 3.625 1.028
H 1.709 3.547 -2.542
H 1.009 2.139 -3.322
H 3.261 2.115 -1.237
H 3.448 1.760 -2.954
H 3.152 -0.386 -4.054
H 1.419 -0.755 -3.846
H 2.642 -1.909 -3.307
H 4.895 -0.191 -1.979
H 4.264 -1.644 -1.188
H 4.402 -0.139 -0.266
N 0.639 -2.993 -0.905
H -0.099 -3.331 -1.513
H 0.595 -3.534 -0.047
H 1.519 -3.219 -1.355
```

Properties
Energy above the lowest of the compared OMol25 structures with the same formula, charge and spin, kJ/mol: 0.0
LUMO level, eV: -1.7
Total charge: +1
Total energy, a.u.: -2784.7423
Largest force on an atom, eV Å⁻¹: 0.97

=====

(5)
A single C5H15N3O molecule in a non-equilibrium geometry, computed with the ωB97M-V functional and the def2-TZVPD basis.

Structure (XYZ):
```
24
Properties=species:S:1:pos:R:3
C -0.903 -0.097 0.322
C -0.986 -1.223 1.357
C -1.800 -0.490 -0.853
N -1.527 1.068 0.965
H -0.190 1.338 -1.148
H -0.993 1.342 1.782
H -1.522 1.862 0.334
H -0.636 -2.164 0.939
H -2.017 -1.352 1.689
H -0.423 -0.993 2.262
H -2.798 -0.761 -0.505
H -1.906 0.339 -1.552
H -1.395 -1.357 -1.373
C 1.780 -0.010 0.878
C 0.790 0.081 -0.279
N 1.046 -0.871 -1.294
O 1.703 1.733 -1.769
N 0.781 1.459 -0.700
H 2.164 2.528 -1.475
H 1.171 -1.816 -0.960
H 1.570 -0.502 -2.078
H 1.797 -1.016 1.290
H 2.781 0.213 0.503
H 1.512 0.688 1.667
```

Properties
Energy above the lowest of the compared OMol25 structures with the same formula, charge and spin, kJ/mol: 279.8
LUMO level, eV: 0.9
SMILES string: CC(C)(N)[C@@](C)(N)NO
Total energy, a.u.: -438.9284
Largest force on an atom, eV Å⁻¹: 3.41

=====

(6)
A molecular structure, C33H50N8O6OsS2 in a non-equilibrium geometry, computed with the ωB97M-V functional and the def2-TZVPD basis.

Structure (XYZ):
```
100
Properties=species:S:1:pos:R:3
Os -1.036 1.553 0.847
C -2.107 -0.608 -4.823
C -1.170 -0.241 -3.707
C -1.657 -0.105 -2.401
C -0.788 0.188 -1.375
C 0.568 0.385 -1.632
C 1.068 0.285 -2.914
C 0.185 -0.030 -3.943
S 1.631 0.562 -0.262
O 1.517 -0.677 0.484
O 2.931 0.960 -0.703
N 0.902 1.736 0.618
C 1.322 3.121 0.433
C 0.206 3.800 -0.408
O 0.381 4.797 -1.028
O -0.966 3.117 -0.330
H -2.780 -1.409 -4.518
H -1.562 -0.934 -5.707
H -2.721 0.250 -5.107
H -2.713 -0.255 -2.199
H -1.212 0.200 -0.328
H 2.120 0.456 -3.102
H 0.567 -0.121 -4.953
H 2.290 3.230 -0.044
H 1.318 3.639 1.395
C -2.122 3.208 3.392
O -0.988 2.586 2.745
C -0.229 1.710 3.604
C -0.822 0.336 3.598
O -0.881 -0.057 2.224
C -1.066 -1.471 1.987
H -1.767 3.721 4.282
H -2.883 2.477 3.656
H -2.530 3.930 2.691
H -0.192 2.089 4.626
H 0.778 1.698 3.193
H -1.824 0.299 4.032
H -0.175 -0.337 4.164
H -0.392 -2.025 2.636
H -0.800 -1.666 0.955
H -2.102 -1.747 2.183
C 2.878 -2.794 -1.883
C 4.232 -3.497 -1.933
C 5.231 -2.950 -0.915
C 4.818 -3.183 0.544
N 4.092 -2.028 1.108
C 4.293 -1.338 2.211
S 3.100 -0.133 2.661
N 5.299 -1.467 3.072
C 6.651 -2.053 2.900
C 7.465 -1.392 1.792
C 7.482 0.133 1.865
C 8.422 0.736 0.825
H 2.230 -3.130 -2.692
H 3.007 -1.711 -1.980
H 2.345 -2.991 -0.946
H 4.661 -3.378 -2.929
H 4.099 -4.570 -1.771
H 5.374 -1.877 -1.075
H 6.198 -3.430 -1.076
H 5.684 -3.389 1.152
H 4.157 -4.050 0.618
H 3.260 -1.746 0.601
H 5.240 -0.803 3.829
H 6.570 -3.127 2.755
H 7.143 -1.906 3.859
H 7.091 -1.699 0.810
H 8.487 -1.768 1.880
H 7.796 0.445 2.867
H 6.472 0.523 1.701
H 9.454 0.427 1.006
H 8.392 1.825 0.852
H 8.146 0.416 -0.183
C -3.729 2.824 -1.256
C -4.048 2.053 -0.021
N -3.178 1.517 0.834
C -3.920 0.922 1.849
C -5.233 1.110 1.604
N -5.298 1.823 0.427
C -6.573 2.167 -0.222
N -7.276 0.993 -0.610
N -8.400 0.632 0.096
N -8.872 -0.441 -0.397
C -8.059 -0.833 -1.456
C -8.163 -1.935 -2.307
C -7.200 -2.072 -3.279
C -6.143 -1.146 -3.401
C -6.029 -0.055 -2.565
C -7.027 0.082 -1.593
H -2.751 2.549 -1.635
H -3.698 3.894 -1.043
H -4.473 2.654 -2.032
H -3.464 0.395 2.667
H -6.118 0.812 2.143
H -6.380 2.819 -1.069
H -7.202 2.686 0.495
H -8.975 -2.642 -2.199
H -7.251 -2.904 -3.969
H -5.406 -1.295 -4.181
H -5.211 0.647 -2.667
```

Properties
Energy above the lowest of the compared OMol25 structures with the same formula, charge and spin, kJ/mol: 344.4
LUMO level (spin up / spin down), eV: -8.7 / -8.7
Total charge: +2
Total energy, a.u.: -3063.3730
Largest force on an atom, eV Å⁻¹: 3.19

=====

(7)
A molecular structure, C50H71BN8PSr in a non-equilibrium geometry, computed with the ωB97M-V functional and the def2-TZVPD basis.

Structure (XYZ):
```
132
Properties=species:S:1:pos:R:3
Sr 0.724 -0.751 -0.221
C 2.564 1.665 4.562
C 1.740 0.620 3.887
C 0.887 -0.277 4.491
C 0.374 -1.070 3.462
N 0.871 -0.669 2.286
N 1.720 0.378 2.559
B 2.659 1.044 1.507
N 3.498 -0.025 0.717
N 3.134 -0.622 -0.467
C 4.221 -1.213 -0.961
C 5.296 -1.036 -0.081
C 4.803 -0.280 0.961
C 5.535 0.217 2.162
C 4.251 -1.879 -2.326
C 3.533 -0.991 -3.343
C 3.588 -3.260 -2.323
C 5.707 -2.050 -2.768
N 1.933 2.037 0.540
N 1.537 1.695 -0.728
C 1.363 2.820 -1.402
C 1.620 3.923 -0.573
C 1.979 3.391 0.644
C 2.315 4.128 1.894
C 1.068 2.822 -2.884
C 0.271 1.577 -3.273
C 2.414 2.832 -3.623
C 0.285 4.077 -3.271
C -0.506 -2.282 3.678
C 0.396 -3.427 4.165
C -1.210 -2.724 2.405
C -1.554 -1.976 4.754
H 2.432 1.572 5.638
H 3.624 1.556 4.337
H 2.266 2.669 4.270
H 0.686 -0.351 5.546
H 3.438 1.684 2.136
H 6.308 -1.385 -0.186
H 6.524 -0.236 2.193
H 5.656 1.300 2.134
H 5.011 -0.036 3.084
H 2.492 -0.822 -3.062
H 4.019 -0.019 -3.422
H 3.544 -1.463 -4.327
H 2.523 -3.199 -2.093
H 3.688 -3.710 -3.313
H 4.060 -3.926 -1.601
H 6.238 -1.098 -2.766
H 6.243 -2.744 -2.119
H 5.736 -2.454 -3.781
H 1.552 4.969 -0.818
H 2.376 5.192 1.676
H 1.542 3.984 2.651
H 3.266 3.808 2.317
H 0.803 0.671 -2.975
H -0.710 1.585 -2.792
H 0.131 1.535 -4.355
H 3.022 1.979 -3.323
H 2.257 2.790 -4.703
H 2.971 3.741 -3.392
H -0.591 4.209 -2.640
H 0.905 4.971 -3.181
H -0.046 4.009 -4.309
H 1.151 -3.669 3.414
H 0.909 -3.158 5.088
H -0.201 -4.322 4.352
H -0.489 -2.945 1.624
H -1.788 -3.631 2.596
H -1.899 -1.963 2.040
H -1.094 -1.775 5.721
H -2.161 -1.111 4.482
H -2.218 -2.834 4.875
C -3.537 -3.421 -1.432
C -2.624 -2.448 -0.999
N -1.348 -2.689 -0.777
C -0.907 -3.965 -0.927
C -1.735 -4.999 -1.383
C -3.082 -4.691 -1.651
C -1.223 -6.335 -1.511
C 0.026 -6.638 -1.109
C 0.873 -5.627 -0.542
C 2.123 -5.925 0.030
C 2.853 -4.931 0.625
C 2.349 -3.624 0.591
N 1.193 -3.314 0.039
C 0.437 -4.297 -0.492
H -4.568 -3.147 -1.596
H -2.960 -1.429 -0.854
H -3.745 -5.470 -2.006
H -1.876 -7.099 -1.912
H 0.403 -7.650 -1.178
H 2.484 -6.946 0.011
H 3.803 -5.129 1.099
H 2.912 -2.807 1.031
C -4.897 4.249 -0.542
C -3.456 3.946 -0.950
C -3.372 4.073 -2.479
C -2.507 4.966 -0.312
P -2.794 2.228 -0.569
C -4.181 1.209 -1.224
C -4.001 0.714 -2.518
C -5.001 0.006 -3.173
C -6.205 -0.239 -2.532
C -6.400 0.229 -1.238
C -5.405 0.954 -0.600
C -2.753 1.967 1.297
C -1.390 2.498 1.774
C -3.840 2.608 2.162
C -2.742 0.458 1.543
H -5.158 5.245 -0.910
H -5.048 4.252 0.535
H -5.598 3.545 -0.991
H -3.628 5.096 -2.767
H -4.074 3.403 -2.976
H -2.371 3.859 -2.855
H -2.740 5.965 -0.688
H -1.463 4.750 -0.545
H -2.613 4.993 0.773
H -3.060 0.896 -3.025
H -4.836 -0.352 -4.181
H -6.992 -0.784 -3.038
H -7.339 0.046 -0.731
H -5.596 1.325 0.397
H -1.293 3.574 1.631
H -0.564 2.022 1.238
H -1.270 2.285 2.840
H -3.786 3.696 2.130
H -3.682 2.310 3.203
H -4.850 2.310 1.888
H -1.866 -0.020 1.090
H -3.650 -0.049 1.224
H -2.616 0.283 2.616
```

Properties
Energy above the lowest of the compared OMol25 structures with the same formula, charge and spin, kJ/mol: 59.2
LUMO level, eV: -2.7
Total charge: +1
Total energy, a.u.: -2782.9315
Largest force on an atom, eV Å⁻¹: 1.22

=====

Among the records above, which one has the lowest total energy? C33H50N8O6OsS2

=====

Among the records above, which one has the highest energy above the lowest of the compared OMol25 structures with the same formula, charge and spin? C2H5N3O